This record from OMol25 describes a single C4H5NO molecule in a non-equilibrium geometry. The level of theory is ωB97M-V with the def2-TZVPD basis set.

## Properties
Total energy, eV: -7765.622
Energy above the lowest of the compared OMol25 structures with the same formula, charge and spin, eV: 0.904
Multiplicity: 1
HOMO, Ha: -0.3329
SMILES: Cc1cocn1

Each line ends with the natural charge from an NBO analysis.
Cartesian coordinates (Å):
H  -3.3241  -1.0888  0.7082  0.21
N  -1.0828  -1.0092  0.5861  -0.47
H  1.7227  0.5981  0.0056  0.22
H  -0.8723  1.7508  -1.1247  0.21
C  -1.1499  0.8822  -0.5955  0.02
C  -0.3241  -0.0184  0.0168  0.09
C  -2.3202  -0.6171  0.3892  0.31
O  -2.4145  0.5249  -0.3281  -0.40
H  1.3750  -0.6629  -0.9621  0.22
C  1.1788  -0.2584  -0.0176  -0.63
H  1.3049  -1.0410  0.7302  0.24